101
Properties=species:S:1:pos:R:3:lowdin_spin:R:1 method="wB97M-V/def2-TZVPD" e_above_lowest_kcal_mol=0.0 multiplicity=5 charge=+2 homo_ev="-11.914 / -11.927" homo_lumo_gap_ev="7.26 / 6.30"
Fe -1.137 -0.934 0.009 3.746
C 0.616 2.481 0.326 0.002
N 1.813 2.184 -0.403 0.000
C 1.962 0.917 -1.048 0.003
P 1.370 -0.532 0.009 0.032
C 2.356 -0.211 1.513 0.005
C 1.686 0.088 2.697 0.000
C 2.397 0.348 3.855 0.000
C 3.782 0.287 3.848 0.000
C 4.454 -0.015 2.672 0.000
C 3.747 -0.257 1.506 0.001
C 2.279 -1.889 -0.792 0.006
C 2.383 -1.977 -2.178 0.003
C 3.055 -3.040 -2.753 0.000
C 3.615 -4.025 -1.956 0.003
C 3.477 -3.963 -0.578 0.000
C 2.797 -2.909 0.003 0.003
C 2.809 3.145 -0.490 0.000
C 3.574 3.275 -1.656 0.000
C 4.535 4.261 -1.751 0.000
C 4.766 5.125 -0.690 0.000
C 4.028 4.988 0.478 0.000
C 3.053 4.017 0.580 0.000
P -0.935 1.667 -0.352 0.043
C -0.920 2.189 -2.098 0.008
C -0.623 3.487 -2.502 0.001
C -0.668 3.810 -3.846 0.000
C -1.012 2.851 -4.786 0.000
C -1.302 1.555 -4.388 0.000
C -1.251 1.223 -3.046 0.004
C -2.177 2.791 0.365 0.007
C -3.353 3.026 -0.343 0.003
C -4.351 3.809 0.206 0.000
C -4.193 4.348 1.474 0.003
C -3.035 4.100 2.192 0.000
C -2.036 3.314 1.650 0.003
H 0.463 3.567 0.326 0.000
H 0.692 2.148 1.373 0.000
H 3.020 0.771 -1.293 0.001
H 1.377 0.875 -1.980 0.000
H 0.603 0.115 2.703 0.000
H 1.870 0.581 4.769 0.000
H 4.328 0.479 4.758 0.000
H 5.533 -0.066 2.658 0.000
H 4.265 -0.481 0.585 0.000
H 1.950 -1.212 -2.808 0.000
H 3.149 -3.098 -3.826 0.000
H 4.164 -4.837 -2.406 0.000
H 3.906 -4.730 0.047 0.000
H 2.685 -2.852 1.078 0.000
H 3.382 2.634 -2.502 0.000
H 5.098 4.365 -2.665 0.000
H 5.516 5.895 -0.773 0.000
H 4.225 5.638 1.317 0.000
H 2.508 3.905 1.504 0.000
H -0.372 4.245 -1.774 0.000
H -0.443 4.817 -4.163 0.000
H -1.057 3.115 -5.832 0.000
H -1.572 0.811 -5.122 0.000
H -1.479 0.212 -2.705 0.004
H -3.468 2.618 -1.339 0.000
H -5.250 4.003 -0.357 0.000
H -4.974 4.955 1.903 0.000
H -2.903 4.526 3.176 0.000
H -1.147 3.115 2.228 0.000
O -3.486 -0.616 -0.404 0.028
C -4.306 -1.276 0.561 0.002
C -4.604 -0.394 1.776 0.000
C -3.334 0.182 2.421 0.001
C -2.436 -0.847 3.041 0.004
C -2.578 -1.235 4.370 0.001
C -1.677 -2.128 4.924 0.001
C -0.680 -2.652 4.113 0.001
C -0.611 -2.226 2.800 0.004
N -1.452 -1.332 2.274 0.027
H -3.949 0.190 -0.669 0.001
H -3.742 -2.168 0.845 0.000
H -5.246 -1.593 0.090 0.001
H -5.165 -0.980 2.506 0.000
H -5.233 0.446 1.465 0.000
H -3.636 0.897 3.186 0.000
H -2.756 0.714 1.658 0.001
H -3.378 -0.825 4.964 0.000
H -1.751 -2.404 5.964 0.000
H 0.043 -3.354 4.496 0.000
H 0.158 -2.597 2.131 0.001
N -1.625 -5.459 -0.207 0.003
C -1.766 -4.238 0.345 0.005
N -1.394 -3.262 -0.450 0.026
C -0.993 -3.880 -1.618 0.003
C -0.521 -3.339 -2.809 0.002
C -0.177 -4.217 -3.813 0.000
C -0.296 -5.602 -3.654 0.000
C -0.777 -6.157 -2.487 0.000
C -1.128 -5.276 -1.474 0.001
H -1.850 -6.343 0.219 0.000
H -2.138 -4.102 1.343 0.000
H -0.445 -2.266 -2.921 0.001
H 0.192 -3.836 -4.752 0.000
H -0.015 -6.247 -4.471 0.000
H -0.877 -7.224 -2.368 0.000

---

103
Properties=species:S:1:pos:R:3:mulliken_charge:R:1 method="wB97M-V/def2-TZVPD" e_above_lowest_kcal_mol=15.4 multiplicity=1 charge=+1 homo_ev=-10.836 homo_lumo_gap_ev=7.23
Ta 0.534 -0.631 0.537 -0.110
C -1.950 4.704 -2.351 -0.812
C -0.638 4.699 -1.888 -0.809
C -0.267 3.834 -0.873 -0.584
C -1.198 2.948 -0.320 0.750
C -2.507 2.958 -0.785 -0.627
C -2.881 3.841 -1.794 -0.484
P -0.617 1.893 1.049 1.481
C -0.287 3.121 2.332 0.395
C 0.861 2.978 3.096 0.282
C 1.140 3.874 4.120 -0.586
C 0.265 4.920 4.371 -0.708
C -0.876 5.083 3.591 -0.769
C -1.150 4.192 2.566 -0.616
C -2.007 0.827 1.484 1.010
C -3.255 1.184 1.982 -0.385
C -4.176 0.183 2.239 -1.002
C -3.828 -1.149 2.012 -1.070
C -2.574 -1.493 1.539 -0.168
C -1.610 -0.507 1.254 -1.031
H -2.246 5.390 -3.134 0.428
H 0.089 5.382 -2.310 0.506
H 0.749 3.849 -0.492 0.561
H -3.243 2.287 -0.360 0.273
H -3.906 3.852 -2.141 0.508
H 1.534 2.167 2.875 -0.117
H 2.037 3.755 4.716 0.483
H 0.475 5.620 5.169 0.413
H -1.547 5.910 3.781 0.435
H -2.024 4.331 1.940 0.382
H -3.492 2.224 2.176 0.542
H -5.154 0.430 2.631 0.432
H -4.543 -1.934 2.227 0.503
H -2.333 -2.540 1.430 0.446
C 1.084 1.511 -2.835 -0.442
C 1.998 1.640 -1.667 -0.179
C 3.062 2.527 -1.675 -0.959
C 3.872 2.625 -0.553 -1.034
C 3.643 1.821 0.546 -0.818
C 2.591 0.913 0.485 0.445
N 1.771 0.880 -0.589 0.682
N 2.221 -0.015 1.464 0.788
Si 3.394 -0.522 2.745 0.374
C 2.898 -2.170 3.435 -0.610
C 5.049 -0.733 1.905 -1.255
C 3.510 0.755 4.086 -0.915
H 1.228 2.344 -3.521 0.591
H 0.047 1.501 -2.514 -0.640
H 1.285 0.578 -3.365 0.214
H 3.237 3.143 -2.544 0.583
H 4.691 3.334 -0.536 0.473
H 4.261 1.883 1.429 0.536
H 2.640 -2.866 2.639 0.060
H 2.084 -2.124 4.156 0.083
H 3.775 -2.574 3.950 0.473
H 4.948 -0.923 0.835 0.334
H 5.558 -1.593 2.346 0.511
H 5.702 0.132 2.034 0.352
H 2.536 0.982 4.511 -0.011
H 3.962 1.682 3.720 0.332
H 4.128 0.382 4.907 0.485
C -3.271 0.086 -5.643 -0.651
C -2.971 1.033 -4.679 -0.753
C -2.310 0.655 -3.516 0.226
C -1.941 -0.668 -3.311 0.696
C -2.271 -1.624 -4.275 -0.661
C -2.922 -1.246 -5.438 -0.801
P -1.053 -1.205 -1.803 2.228
C -2.015 -2.690 -1.368 0.696
C -1.405 -3.898 -1.051 -0.622
C -2.184 -4.979 -0.651 -0.744
C -3.563 -4.855 -0.569 -0.757
C -4.175 -3.650 -0.896 -0.750
C -3.403 -2.570 -1.288 -0.529
C 0.564 -1.852 -2.290 0.147
C 1.015 -2.383 -3.497 -1.018
C 2.331 -2.800 -3.585 -0.953
C 3.172 -2.704 -2.473 -1.035
C 2.707 -2.194 -1.276 -0.441
C 1.383 -1.740 -1.163 0.214
H -3.786 0.378 -6.548 0.407
H -3.252 2.069 -4.824 0.488
H -2.091 1.396 -2.763 -0.176
H -2.037 -2.667 -4.109 0.482
H -3.168 -1.993 -6.181 0.437
H -0.329 -3.998 -1.116 0.536
H -1.711 -5.923 -0.411 0.488
H -4.163 -5.700 -0.257 0.425
H -5.252 -3.555 -0.842 0.481
H -3.878 -1.628 -1.543 0.456
H 0.358 -2.447 -4.354 0.539
H 2.713 -3.202 -4.515 0.423
H 4.200 -3.035 -2.551 0.485
H 3.377 -2.150 -0.425 0.457
I -0.548 -0.425 4.072 0.655
I 0.497 -0.586 6.535 -0.204
C 1.296 -5.008 1.438 -0.793
O 1.390 -3.707 0.830 -0.115
C 0.547 -2.782 1.321 0.509
O -0.234 -3.065 2.205 -0.653
H 2.065 -5.611 0.968 0.247
H 0.308 -5.433 1.262 0.209
H 1.457 -4.938 2.513 0.319